Density functional theory data (ωB97M-V with the def2-TZVPD basis set) for C37H102FN6O11Pt as an isolated structure at a distorted geometry.

Last column: Löwdin charge in e.
Cartesian coordinates (Å):
Pt (1.067719, -1.538896, 0.878679)  1.2943
F (-0.958551, -0.508767, 0.944576)  -0.4797
C (-0.642532, 0.847802, -6.589717)  -0.0505
C (0.621518, 0.142747, -6.183608)  -0.4911
C (1.782476, 0.594575, -6.999726)  -0.0588
O (0.870697, 0.569259, -4.816293)  -0.0929
H (-1.520165, 0.620787, -5.937341)  0.0693
H (-0.894594, 0.571811, -7.611155)  0.0861
H (-0.457130, 1.937741, -6.604842)  0.0945
H (0.497155, -0.954852, -6.200802)  0.1353
H (2.693166, 0.010796, -6.907463)  0.0843
H (1.937194, 1.684072, -6.746910)  0.1170
H (1.559326, 0.593297, -8.012401)  0.0555
H (1.715094, 0.162084, -4.544964)  0.0607
C (-1.306376, -2.730884, 3.672700)  -0.0280
C (-0.170695, -3.643524, 3.207292)  -0.4227
C (-0.411582, -5.140038, 3.324876)  -0.0203
O (0.165577, -3.361920, 1.787155)  -0.2566
H (-1.207783, -1.647707, 3.451731)  0.0704
H (-1.353297, -2.784375, 4.729199)  0.0702
H (-2.296966, -3.124186, 3.252721)  0.0947
H (0.720823, -3.420393, 3.775585)  0.1164
H (0.493209, -5.629285, 2.948673)  0.0867
H (-1.242514, -5.462301, 2.720074)  0.0800
H (-0.581181, -5.327166, 4.364876)  0.0842
H (-0.789876, -3.319637, 1.292124)  0.1244
C (-4.295022, -1.296621, 1.236740)  -0.0374
C (-3.673758, -2.642751, 0.914955)  -0.5283
C (-4.417444, -3.391778, -0.101570)  -0.0469
O (-2.278893, -2.665687, 0.575607)  -0.1404
H (-4.382388, -0.726809, 0.294810)  0.0794
H (-3.631239, -0.743939, 1.934414)  0.0797
H (-5.268450, -1.561916, 1.737432)  0.1125
H (-3.679580, -3.086666, 1.948288)  0.1184
H (-4.631865, -2.732382, -0.914528)  0.0507
H (-5.447854, -3.669377, 0.246180)  0.1113
H (-3.802493, -4.272108, -0.407768)  0.0877
H (-1.933797, -1.707101, 0.735603)  0.0429
C (4.215533, -4.930011, 2.296989)  -0.0704
C (3.656984, -5.080389, 0.889969)  -0.2465
O (2.681752, -4.031832, 0.554947)  -0.1492
H (5.020677, -5.659018, 2.364976)  0.0762
H (3.558272, -5.272898, 3.078090)  0.0658
H (4.662073, -3.954091, 2.485225)  0.0708
H (3.181300, -6.025072, 0.790022)  0.1021
H (4.365196, -4.992358, 0.088431)  0.1056
H (1.776925, -4.371308, 0.465508)  0.0487
C (-1.035955, -5.736635, -3.617793)  -0.1006
C (-1.829803, -5.876674, -2.366505)  -0.3061
O (-0.984874, -5.838813, -1.186621)  -0.0857
H (-1.659883, -6.074556, -4.424299)  0.0800
H (-0.201777, -6.386407, -3.727649)  0.0758
H (-0.770133, -4.727626, -3.789174)  0.0354
H (-2.341333, -6.871473, -2.561221)  0.1292
H (-2.631310, -5.060382, -2.331438)  0.1142
H (-1.520485, -6.116615, -0.445691)  0.0654
C (-2.998249, 2.625699, 1.003754)  -0.0517
C (-2.146633, 3.495699, 0.037617)  -0.4216
C (-1.676147, 2.601413, -1.110135)  -0.2526
O (-1.160913, 3.303412, -2.182204)  -0.1852
C (-1.929447, 3.206718, -3.404542)  -0.0536
N (-2.829456, 4.707464, -0.436134)  0.0481
H (-3.196344, 3.168749, 1.933523)  0.0757
H (-2.588562, 1.625266, 1.086842)  0.0440
H (-4.022473, 2.457751, 0.606229)  0.0879
H (-1.184033, 3.842896, 0.529080)  0.1084
H (-2.509168, 2.031142, -1.438013)  0.0907
H (-1.011569, 1.861501, -0.690952)  0.0962
H (-2.316824, 2.201908, -3.640521)  0.0614
H (-1.245073, 3.565806, -4.206176)  0.0990
H (-2.785179, 3.895853, -3.293824)  0.0923
H (-3.394427, 5.179578, 0.277486)  0.0797
H (-2.100907, 5.407183, -0.678279)  0.0748
C (1.722178, -2.534989, -3.370537)  -0.0041
C (1.778698, -1.820745, -1.999063)  -0.4096
C (1.840659, -0.338244, -2.097544)  -0.1765
O (1.956047, 0.004503, -0.729003)  -0.2951
C (2.099475, 1.405183, -0.468233)  -0.0513
N (0.728577, -2.223142, -1.089955)  -0.0226
H (2.655155, -2.491133, -3.935087)  0.0905
H (0.840901, -2.106718, -3.873948)  0.0650
H (1.513913, -3.615595, -3.128293)  0.0943
H (2.660410, -2.159318, -1.535085)  0.1165
H (0.870564, 0.067117, -2.442504)  0.1397
H (2.750176, -0.075058, -2.652371)  0.1502
H (1.234378, 1.965430, -0.653846)  0.0565
H (2.843259, 1.866637, -1.109486)  0.1042
H (2.367553, 1.515162, 0.544300)  0.0603
H (0.567798, -3.154256, -1.205893)  0.0545
H (-0.160026, -1.788339, -1.310788)  0.0450
C (3.960730, -0.026147, 2.841264)  -0.0396
C (2.895641, -0.936242, 3.439662)  -0.3701
C (2.836835, -0.687556, 5.022547)  -0.1568
O (2.036514, -1.748566, 5.494920)  -0.1854
C (1.609146, -1.546124, 6.774698)  -0.1279
N (1.612069, -0.796112, 2.787592)  -0.0746
H (4.061011, -0.205457, 1.750158)  0.0863
H (4.921883, -0.261012, 3.289958)  0.0881
H (3.748410, 0.982462, 2.887150)  0.0449
H (3.151583, -2.004507, 3.349294)  0.1319
H (2.464765, 0.296359, 5.286643)  0.1080
H (3.911729, -0.795553, 5.373021)  0.1491
H (2.351221, -1.631421, 7.597494)  0.1095
H (0.845837, -2.238860, 7.062941)  0.0886
H (1.238151, -0.582535, 6.818939)  0.0566
H (0.888124, -1.252719, 3.387924)  0.0759
H (1.305860, 0.190306, 2.638987)  0.0422
C (-2.343273, -2.101519, -4.582348)  -0.0479
C (-2.306626, -0.987010, -3.569269)  -0.4221
C (-3.657543, -0.296181, -3.513983)  -0.2081
O (-4.618728, -1.203661, -2.940340)  -0.1896
C (-5.834152, -0.497605, -2.642223)  -0.0890
N (-1.774738, -1.468912, -2.285305)  0.0833
H (-1.348028, -2.452250, -4.856640)  0.0654
H (-2.858823, -1.824042, -5.469360)  0.0780
H (-2.800906, -2.962229, -4.165308)  0.0633
H (-1.704661, -0.123680, -4.009465)  0.1233
H (-3.838512, 0.055830, -4.541520)  0.1367
H (-3.482586, 0.523814, -2.807790)  0.0967
H (-6.492162, -1.253094, -2.242693)  0.0845
H (-6.202600, -0.060828, -3.551752)  0.0816
H (-5.761485, 0.313579, -1.903727)  0.0874
H (-2.376167, -2.205881, -1.878930)  0.0847
H (-1.950002, -0.710251, -1.648131)  0.0636
C (1.372611, 7.732630, -0.839068)  -0.0618
C (1.812100, 6.306793, -0.482573)  -0.3988
C (2.927790, 6.324347, 0.658031)  -0.1909
O (4.031928, 7.138519, 0.312293)  -0.2086
C (5.024312, 6.560603, -0.482396)  -0.1106
N (0.776592, 5.380515, -0.022359)  0.0355
H (1.062967, 8.314206, 0.010175)  0.0670
H (0.492591, 7.792026, -1.449533)  0.0664
H (2.281716, 8.260043, -1.168795)  0.0846
H (2.335065, 5.929408, -1.410772)  0.1444
H (3.324100, 5.334686, 0.896435)  0.1031
H (2.580028, 6.745789, 1.622249)  0.1292
H (5.846764, 7.233597, -0.385086)  0.0864
H (4.781805, 6.379118, -1.537537)  0.0894
H (5.227240, 5.606987, -0.045508)  0.0718
H (0.226505, 5.807368, 0.746238)  0.0929
H (0.187106, 4.972255, -0.718538)  0.0299
C (-0.663755, 1.350670, 4.538258)  -0.0451
C (-0.247265, 2.329086, 3.476826)  -0.4134
C (0.943808, 3.151817, 3.933459)  -0.1959
O (0.691069, 3.701137, 5.241246)  -0.1784
C (1.957006, 4.214940, 5.800390)  -0.0612
N (0.137245, 1.554598, 2.282389)  0.0402
H (-0.972513, 1.825754, 5.462461)  0.0846
H (0.258353, 0.748709, 4.778708)  0.0807
H (-1.501641, 0.754196, 4.216697)  0.0719
H (-1.120961, 3.019793, 3.342709)  0.1431
H (1.171955, 3.932005, 3.262616)  0.1055
H (1.837196, 2.522986, 4.045628)  0.1083
H (2.333615, 5.069520, 5.284154)  0.0740
H (2.702915, 3.462173, 5.810497)  0.0625
H (1.858751, 4.551391, 6.834858)  0.0911
H (-0.593478, 0.905902, 1.960445)  0.0347
H (0.262563, 2.251752, 1.535609)  0.0747

Atoms 1-6, force components in eV/Å:
Pt 0.69 0.01 -0.06
F 0.18 -0.30 -0.24
C -0.66 0.37 -0.09
C -0.08 -0.04 1.24
C 0.66 1.53 0.89
O 0.30 -0.80 0.09

Electronic energy (eV): -77439.7398
Molecular weight (g mol⁻¹): 1021.33
Spin multiplicity: 3
Charge: +1
E_LUMO (spin up / spin down) (eV): -1.52 / -3.03
HOMO (spin up / spin down) (hartree): -0.37452 / -0.39519